Record 1
A cluster of 9 separate species, C4H25NO8 in total, computed with wB97M-V/def2-TZVPD.

XYZ file:
```
38
Properties=species:S:1:pos:R:3:mulliken_charge:R:1
C 2.36775 0.45869 -1.20256 -1.299
H 2.43456 -3.17526 -0.50996 0.289
H -1.56469 2.99959 -1.10550 0.393
O -1.00361 3.75463 -0.80692 -0.617
H -1.52169 -2.29287 -2.09299 0.308
H -2.00038 -2.23452 -3.61132 0.286
H -1.00491 1.97987 1.42146 0.325
H 2.75950 -3.35377 0.89225 0.404
H 2.54537 0.89080 1.91951 0.222
H 1.86422 -2.88448 2.93115 0.296
O -1.02941 -2.52044 0.37047 -0.599
O 1.62418 -2.57460 2.04409 -0.732
O -2.06410 -1.82835 -2.74326 -0.656
O -2.56876 1.67335 -1.46905 -0.691
H -0.86543 0.54965 2.32750 0.421
H -1.36066 0.34478 0.65443 -0.176
H 0.34824 3.38768 0.41136 0.332
H -0.36012 -2.20794 0.99069 0.260
H 1.27898 0.73722 2.76648 0.240
H -2.70593 1.51457 -2.41307 0.302
O 2.93993 -3.80281 0.03659 -0.664
C -0.66716 0.92063 1.27936 -0.838
H -3.03153 -1.53904 -1.18929 0.406
H 0.20766 4.58152 1.14767 0.338
O 0.86718 3.87637 1.08996 -0.635
H 2.09521 0.41192 -2.24438 0.379
C 1.07963 0.74087 -0.51497 0.083
H 0.17984 0.75509 -1.11318 0.278
H -1.09692 4.35955 -1.56022 0.263
H 2.79201 -0.55307 -1.03603 0.217
H -2.73895 -1.84553 0.25528 0.373
H 3.19695 1.17442 -1.05508 0.317
H -1.19164 -3.43122 0.65217 0.280
H -2.64652 0.84027 -0.98832 0.217
O -3.28083 -1.24801 -0.29725 -0.671
C 0.74958 0.72016 0.78359 0.549
N 1.63026 0.42566 1.87035 -0.644
H 1.74224 -1.60541 2.10902 0.441
```

As for the energy relative to the best compared isomer or geometry (same formula, charge and spin): 31.1 kcal per mole. The HOMO-LUMO gap is 8.61 eV. The SMILES is C/C=C(/C)N.O.O.O.O.O.O.O.O. The value obtained for the total energy is -22423.7316 eV. The calculation puts the largest force on an atom at 0.03377 Eh/bohr. The value obtained for the molecular weight is 215.243 g/mol. Its HOMO energy is -0.3114 Eh.

***

Record 2
A structure of composition C4H12N2O, computed with wB97M-V/def2-TZVPD.

XYZ file:
```
19
Properties=species:S:1:pos:R:3:mulliken_charge:R:1
H 2.51023 1.51332 0.14452 0.278
H -2.60148 1.20826 0.79802 0.315
H -0.57049 -1.43394 -0.76618 0.209
C -0.58986 0.08466 0.72581 -0.306
H -0.51217 -0.69176 1.48011 0.240
H -0.29893 1.06715 1.07926 0.288
N 2.02186 -1.16306 0.07557 -0.704
C 2.07166 1.10199 -0.77851 -0.994
C -0.51585 -0.35821 -0.62558 -0.291
O -3.07796 -0.69517 1.34233 -0.514
H 1.43580 1.87386 -1.22482 0.304
H -3.08812 -1.58000 0.95381 0.318
H 2.49285 -0.85271 0.92834 0.210
H -2.94481 0.14159 -0.54204 0.357
H -0.81562 0.26673 -1.46004 0.317
C -2.46681 0.18900 0.43973 -0.592
H 2.89147 0.90993 -1.48968 0.344
N 1.29697 -0.09571 -0.52739 -0.011
H 2.76126 -1.48593 -0.55324 0.232
```

As for the energy relative to the best compared isomer or geometry (same formula, charge and spin): 147.3 kcal per mole. The HOMO-LUMO gap is 7.87 eV. The value obtained for the total energy is -9364.8047 eV. The calculation puts the largest force on an atom at 0.13240 Eh/bohr. The value obtained for the molecular weight is 104.153 g/mol. Its HOMO energy is -0.2562 Eh.

***

Record 3
A cluster of 3 separate species, C3H10O5 in total, computed with wB97M-V/def2-TZVPD.

XYZ file:
```
18
Properties=species:S:1:pos:R:3:mulliken_charge:R:1
H -0.07290 3.76234 -0.22601 0.301
O 1.39496 1.12233 3.34648 -0.638
C 0.11628 -0.91340 0.23733 -0.522
C -0.76893 -1.32752 -2.00521 0.536
H -0.94578 -0.80806 0.48464 0.343
H 0.53078 0.94785 -0.01078 0.262
H 0.45280 -1.53921 1.07964 0.307
H 0.73914 -2.48574 -1.01242 0.293
C 0.44163 -1.46553 -1.17181 -0.372
H 0.55559 0.70210 3.53971 0.284
O -1.39910 -2.55666 -2.05312 -0.464
O -1.29907 -0.36388 -2.48052 -0.550
H 1.28512 -0.85903 -1.51148 0.294
H 1.30039 1.03240 2.37264 0.409
O 0.82751 0.28296 0.60238 -0.520
H -2.10108 -2.51608 -2.73957 0.331
O -0.19418 3.22361 0.56803 -0.582
H -0.86316 3.76152 0.98006 0.290
```

As for the energy relative to the best compared isomer or geometry (same formula, charge and spin): 10.2 kcal per mole. The HOMO-LUMO gap is 11.16 eV. The SMILES is O=C(O)CCO.O.O. The value obtained for the total energy is -13510.4364 eV. The calculation puts the largest force on an atom at 0.04639 Eh/bohr. The value obtained for the molecular weight is 126.108 g/mol. Its HOMO energy is -0.3917 Eh.

***

Record 4
A cluster of 2 separate species, C4H6O in total, computed with wB97M-V/def2-TZVPD.

XYZ file:
```
11
Properties=species:S:1:pos:R:3:mulliken_charge:R:1
O -0.29649 2.11233 -1.11250 -0.503
H -0.12647 -2.41836 1.54374 0.231
H 1.67367 1.72638 -0.34054 0.318
H -1.11229 1.51986 -1.00252 0.366
H -1.71071 -1.32974 1.63023 0.280
C 0.78916 -0.13433 -1.38730 -0.132
H 0.63921 -0.62623 -2.35347 0.269
C -0.63824 -1.35490 1.64600 -0.693
C 0.21511 -0.06442 -0.25463 -0.405
H -0.10377 -0.71783 2.24667 0.305
C 0.67083 1.28727 -0.61567 -0.035
```

As for the energy relative to the best compared isomer or geometry (same formula, charge and spin): 141.7 kcal per mole. The HOMO-LUMO gap (alpha / beta) is 8.07 / 7.81 eV. The value obtained for the total energy is -6285.7728 eV. The calculation puts the largest force on an atom at 0.08645 Eh/bohr. The value obtained for the molecular weight is 70.091 g/mol. Its HOMO energy (alpha / beta) is -0.2978 / -0.2991 Eh.